The following is a quantum chemistry calculation of a single C2H3BrO2 molecule, from the OMol25 dataset.

Calculated values
molecular weight: 138.95 g/mol
Kohn-Sham gap (alpha / beta): 0.21539 / 0.21040 hartree
strongest force on any atom: 0.136 hartree/bohr
HOMO energy (alpha / beta): -5.12 / -9.97 eV
total charge: 0
<S²>: 2.01
LUMO (alpha / beta): 0.0271 / -0.1562 hartree
spin multiplicity: 3
energy relative to the best compared isomer or geometry (same formula, charge and spin): 514.6 kJ/mol

XYZ file:
```
8
Properties=species:S:1:pos:R:3:forces:R:3:mulliken_spin:R:1
C 0.4129 -0.5419 -0.1411 -0.54 -0.24 0.94 -0.024
C -0.4384 0.5795 0.1950 -2.06 -0.29 -6.69 0.522
O 0.8867 -0.6063 -1.4064 -1.94 -1.13 -5.03 -0.022
O 1.7266 -0.3879 -0.3724 4.77 1.32 3.06 0.009
Br -1.0850 0.6126 2.0128 -2.11 -0.10 5.81 1.362
H 0.2299 -1.5228 0.2832 -0.74 -0.03 0.32 0.034
H -1.4372 0.2045 -0.5858 2.03 1.40 2.15 0.117
H -0.2955 1.6623 0.0147 0.60 -0.94 -0.57 0.002
```
Forces are in eV/Å.